(1)
This record from the Open Molecules 2025 dataset describes 2 unconnected molecules or ions with the total composition C9H17N2. The level of theory is ωB97M-V with the def2-TZVPD basis set.

Kohn-Sham gap (eV): 9.771
F_max (eV Å⁻¹): 4.6
Total charge: +1
E_tot (eV): -12579.4073
E_HOMO (eV): -13.336
Energy relative to the best compared isomer or geometry (same formula, charge and spin) (eV): 3.7664

Each atom is followed by the atoms it is bonded to, with distances in Å.
Geometry (Å):
1 C -3.018 0.974 -0.061  C2 1.512, C4 1.511, H12 1.050, H13 1.135
2 C -2.917 -0.501 -0.377  C1 1.512, C7 1.580, H14 1.039, H15 1.002
3 C -0.315 -1.473 -0.778  C5 1.508, C7 1.617, H16 1.079, H17 1.146
4 C -1.623 1.556 -0.069  C1 1.511, N11 1.369, H18 1.073, H19 1.131
5 C 0.124 -0.031 -0.845  C3 1.508, N11 1.267, H20 1.090
6 C 3.796 0.307 0.426  C8 1.501, N10 1.243, H21 1.103
7 C -1.473 -0.851 0.162  C2 1.580, C3 1.617, C9 1.543, N11 1.439
8 C 4.403 0.947 -0.789  C6 1.501, H22 1.043, H23 1.193, H24 1.169
9 C -1.487 -1.217 1.661  C7 1.543, H25 1.037, H26 1.052, H27 1.111
10 N 2.652 -0.135 0.628  C6 1.243, H28 1.004
11 N -0.901 0.407 -0.242  C4 1.369, C5 1.267, C7 1.439
12 H -3.628 1.429 -0.784  C1 1.050
13 H -3.455 1.019 0.986  C1 1.135
14 H -3.659 -1.087 0.055  C2 1.039
15 H -3.026 -0.671 -1.359  C2 1.002
16 H -0.621 -1.892 -1.724  C3 1.079
17 H 0.435 -2.215 -0.331  C3 1.146
18 H -1.445 2.263 -0.857  C4 1.073
19 H -1.516 2.172 0.873  C4 1.131
20 H 0.981 0.466 -1.299  C5 1.090
21 H 4.721 0.142 1.002  C6 1.103
22 H 5.090 1.687 -0.526  C8 1.043
23 H 3.668 1.303 -1.658  C8 1.193
24 H 5.046 0.130 -1.325  C8 1.169
25 H -2.207 -1.954 1.778  C9 1.037
26 H -1.877 -0.364 2.139  C9 1.052
27 H -0.489 -1.626 1.925  C9 1.111
28 H 2.739 -0.785 1.388  N10 1.004



(2)
This record from the Open Molecules 2025 dataset describes a single C4H10O2 molecule. The level of theory is ωB97M-V with the def2-TZVPD basis set.

Kohn-Sham gap (eV): 10.733
F_max (eV Å⁻¹): 1.1
Total charge: 0
Structure (SMILES): COCCOC
E_tot (eV): -8403.0766
E_HOMO (eV): -9.731
Energy relative to the best compared isomer or geometry (same formula, charge and spin) (eV): 2.4704

Each atom is followed by the atoms it is bonded to, with distances in Å.
Geometry (Å):
1 C 2.218 0.249 0.624  O2 1.401, H7 1.088, H8 1.085, H9 1.101
2 O 2.142 -0.235 -0.689  C1 1.401, C3 1.399
3 C 0.810 -0.610 -0.900  O2 1.399, C4 1.631, H10 1.103, H11 1.102
4 C -0.353 0.451 -0.474  C3 1.631, O5 1.406, H12 1.121, H13 1.097
5 O -1.282 -0.397 0.155  C4 1.406, C6 1.399
6 C -2.567 0.121 0.348  O5 1.399, H14 1.104, H15 1.100, H16 1.093
7 H 3.151 0.792 0.753  C1 1.088
8 H 1.363 0.909 0.733  C1 1.085
9 H 2.100 -0.551 1.370  C1 1.101
10 H 0.776 -0.925 -1.957  C3 1.103
11 H 0.568 -1.496 -0.290  C3 1.102
12 H -0.208 1.327 0.212  C4 1.121
13 H -0.745 0.937 -1.376  C4 1.097
14 H -2.607 0.930 1.098  C6 1.104
15 H -2.984 0.497 -0.597  C6 1.100
16 H -3.169 -0.718 0.705  C6 1.093



(3)
This record from the Open Molecules 2025 dataset describes a single C6H12O molecule. The level of theory is ωB97M-V with the def2-TZVPD basis set.

Kohn-Sham gap (eV): 10.537
F_max (eV Å⁻¹): 0.3
Total charge: 0
Structure (SMILES): CCO[C@H]1C[C@H]1C
E_tot (eV): -8462.8263
E_HOMO (eV): -9.375
Energy relative to the best compared isomer or geometry (same formula, charge and spin) (eV): 1.5276

Each atom is followed by the atoms it is bonded to, with distances in Å.
Geometry (Å):
1 C 2.601 0.825 0.010  C2 1.519, H8 1.093, H9 1.095, H10 1.098
2 C 1.582 -0.293 -0.129  C1 1.519, O3 1.424, H11 1.100, H12 1.099
3 O 0.544 -0.215 0.842  C2 1.424, C4 1.400
4 C -0.531 -1.041 0.491  O3 1.400, C5 1.494, C6 1.511, H13 1.089
5 C -1.883 -0.808 1.083  C4 1.494, C6 1.510, H14 1.086, H15 1.089
6 C -1.633 -0.464 -0.366  C4 1.511, C5 1.510, C7 1.514, H16 1.091
7 C -1.468 0.997 -0.726  C6 1.514, H17 1.094, H18 1.095, H19 1.097
8 H 3.030 0.869 1.014  C1 1.093
9 H 2.176 1.806 -0.229  C1 1.095
10 H 3.412 0.621 -0.701  C1 1.098
11 H 2.102 -1.257 -0.027  C2 1.100
12 H 1.150 -0.259 -1.138  C2 1.099
13 H -0.256 -2.085 0.344  C4 1.089
14 H -2.029 0.012 1.780  C5 1.086
15 H -2.460 -1.704 1.305  C5 1.089
16 H -2.103 -1.111 -1.109  C6 1.091
17 H -1.181 1.112 -1.775  C7 1.094
18 H -2.386 1.570 -0.558  C7 1.095
19 H -0.666 1.424 -0.112  C7 1.097



What did the third record say?
This record from the Open Molecules 2025 dataset describes a single C6H12O molecule. The level of theory is ωB97M-V with the def2-TZVPD basis set.

Kohn-Sham gap (eV): 10.537
F_max (eV Å⁻¹): 0.3
Total charge: 0
Structure (SMILES): CCO[C@H]1C[C@H]1C
E_tot (eV): -8462.8263
E_HOMO (eV): -9.375
Energy relative to the best compared isomer or geometry (same formula, charge and spin) (eV): 1.5276

Each atom is followed by the atoms it is bonded to, with distances in Å.
Geometry (Å):
1 C 2.601 0.825 0.010  C2 1.519, H8 1.093, H9 1.095, H10 1.098
2 C 1.582 -0.293 -0.129  C1 1.519, O3 1.424, H11 1.100, H12 1.099
3 O 0.544 -0.215 0.842  C2 1.424, C4 1.400
4 C -0.531 -1.041 0.491  O3 1.400, C5 1.494, C6 1.511, H13 1.089
5 C -1.883 -0.808 1.083  C4 1.494, C6 1.510, H14 1.086, H15 1.089
6 C -1.633 -0.464 -0.366  C4 1.511, C5 1.510, C7 1.514, H16 1.091
7 C -1.468 0.997 -0.726  C6 1.514, H17 1.094, H18 1.095, H19 1.097
8 H 3.030 0.869 1.014  C1 1.093
9 H 2.176 1.806 -0.229  C1 1.095
10 H 3.412 0.621 -0.701  C1 1.098
11 H 2.102 -1.257 -0.027  C2 1.100
12 H 1.150 -0.259 -1.138  C2 1.099
13 H -0.256 -2.085 0.344  C4 1.089
14 H -2.029 0.012 1.780  C5 1.086
15 H -2.460 -1.704 1.305  C5 1.089
16 H -2.103 -1.111 -1.109  C6 1.091
17 H -1.181 1.112 -1.775  C7 1.094
18 H -2.386 1.570 -0.558  C7 1.095
19 H -0.666 1.424 -0.112  C7 1.097



Q: Number 3 is which compound?
A: C6H12O